{"formula": "C6H11N2S", "method": "wB97M-V/def2-TZVPD", "symbols": ["C", "C", "C", "C", "C", "C", "N", "N", "S", "H", "H", "H", "H", "H", "H", "H", "H", "H", "H", "H"], "xyz": [[-1.8012, 1.4004, 0.8232], [-1.7100, -0.0473, 0.7002], [-0.8354, 2.2521, 0.6180], [-0.8251, -0.7672, 0.0107], [1.3161, 0.5202, -0.0570], [-0.7542, -2.2522, -0.0404], [2.2490, 1.1302, -0.8829], [0.2143, -0.1204, -0.8284], [1.8338, -0.4772, 1.2933], [-2.7838, 1.7463, 1.1639], [-2.4585, -0.5978, 1.2524], [-0.6497, 3.2956, 0.7172], [-1.5580, -2.6927, 0.5449], [0.1903, -2.6085, 0.3757], [-0.8390, -2.6179, -1.0658], [3.1395, 1.3288, -0.4539], [1.9157, 1.9097, -1.4326], [0.5908, -0.8437, -1.4662], [-0.2229, 0.6150, -1.3992], [2.8276, 0.3147, 1.6735]], "forces_ev_per_a": [[-0.6067, 0.0575, 0.1131], [0.4374, -0.1962, -0.2532], [1.0162, -0.7949, -0.3650], [-0.5154, -0.1276, 0.2426], [-0.1251, 0.7993, 0.2916], [-0.0012, -0.1312, 0.0456], [-0.3279, -0.3211, 0.1166], [-0.0545, 0.0224, 0.0263], [-0.3551, -0.2083, -0.2256], [0.1625, 0.1419, -0.0733], [0.0208, -0.1839, -0.0214], [0.0001, 0.4998, 0.0583], [-0.0011, 0.0424, -0.0312], [0.0415, -0.0931, -0.0464], [-0.0037, -0.0652, -0.0352], [0.0467, -0.0407, -0.0319], [-0.0227, 0.0958, 0.0176], [0.0041, 0.2617, 0.0536], [0.0544, -0.0675, 0.0868], [0.2296, 0.3088, 0.0312]], "mulliken_charge": [-0.165, -0.318, -0.771, 0.254, 0.200, -1.304, -0.450, -0.048, -0.126, 0.343, 0.368, 0.361, 0.409, 0.322, 0.376, 0.254, 0.244, 0.448, 0.442, 0.161], "orbital_gap_ha": [0.325, 0.281], "de_lowest_kcal_mol": 126.4, "homo_ev": [-12.743, -11.643], "total_energy_ha": -742.508042, "charge": 1}

---

{"formula": "C10H12OS", "method": "wB97M-V/def2-TZVPD", "symbols": ["C", "C", "C", "C", "C", "C", "C", "C", "C", "C", "O", "S", "H", "H", "H", "H", "H", "H", "H", "H", "H", "H", "H", "H"], "xyz": [[-2.0596, 0.8030, -1.2334], [-1.1740, 0.7382, -0.4095], [0.7175, -3.0738, -2.3080], [0.8178, -1.7608, -1.9159], [0.3314, -3.8882, -1.3276], [0.3773, -1.5877, -0.6336], [-0.4387, 2.9369, 1.7154], [-0.2195, 1.5815, 2.3246], [0.4865, 0.5992, 1.4801], [0.1134, 0.6180, 0.0589], [1.0352, 1.2869, -0.7979], [-0.1719, -3.0207, 0.0839], [-2.8677, 0.6948, -1.8669], [1.3362, -3.4685, -3.1146], [0.9981, -0.9030, -2.6167], [0.1744, -4.9388, -1.5152], [0.5235, 3.2338, 1.1909], [-1.0531, 3.7959, 2.2909], [-1.2274, 2.6321, 0.8882], [-1.1013, 1.1299, 2.6347], [0.3928, 1.6445, 3.3365], [0.1857, -0.4154, 1.7900], [1.6432, 0.6592, 1.5697], [1.1803, 0.7028, -1.6245]], "forces_ev_per_a": [[1.1704, -0.1404, 1.7800], [-2.6575, -0.0983, -2.1853], [2.3987, -1.1472, -1.3145], [-0.7286, 3.2178, 0.5123], [-1.5043, -1.4396, 0.5850], [-0.2165, 3.4635, 0.3566], [-2.3367, 0.8109, -2.0712], [2.1700, 1.5063, 3.8977], [2.4612, -1.4917, -0.0357], [3.5462, -2.3354, -2.1041], [-0.1456, -1.9306, -0.6035], [0.4383, -0.2251, -0.3571], [-1.1293, 0.1069, -0.8371], [-0.8452, 0.0214, -0.4348], [0.2005, -0.9362, 0.6990], [0.0948, -0.1889, 0.6464], [-1.3562, 0.3424, 0.7281], [2.0425, -2.0939, -0.8668], [1.6433, 1.3032, 1.0925], [-2.0295, -0.4996, 0.5125], [-1.0466, -0.0080, -1.8387], [0.3817, 0.4247, 0.3119], [-1.9823, -0.0730, -0.3480], [-0.5694, 1.4108, 1.8750]], "mulliken_charge": [0.112, -0.945, -0.487, -0.536, -0.440, 0.570, -0.832, -0.599, -0.463, 0.712, -0.486, -0.145, 0.510, 0.289, 0.165, 0.393, 0.235, 0.316, 0.175, 0.361, 0.313, 0.137, 0.282, 0.362], "orbital_gap_ha": [0.301, 0.301], "de_lowest_kcal_mol": 147.0, "homo_ev": [-8.513, -8.514], "total_energy_ha": -861.422022, "charge": 0}

---

{"formula": "C3H4O2", "method": "wB97M-V/def2-TZVPD", "symbols": ["O", "C", "C", "C", "O", "H", "H", "H", "H"], "xyz": [[2.7255, -0.9476, -1.4185], [1.7153, -0.4911, -1.6596], [-0.2150, 0.7954, 0.5302], [-1.1246, -0.3294, 0.3241], [0.2327, -0.5430, 0.6812], [0.1787, 1.3180, -0.3414], [-0.2585, 1.3728, 1.4521], [-1.3904, -0.6158, -0.6934], [-1.8515, -0.5887, 1.0934]], "forces_ev_per_a": [[-1.0767, 0.4719, -0.2355], [1.1135, -0.4933, 0.1395], [-0.0078, 0.2878, 0.0140], [-0.2854, -0.0420, -0.0453], [0.1287, -0.1464, 0.0822], [-0.0552, -0.0751, 0.1455], [-0.0318, -0.0951, -0.1350], [0.0801, 0.0331, 0.1580], [0.1346, 0.0591, -0.1236]], "mulliken_charge": [-0.173, 0.137, -0.287, -0.224, -0.343, 0.220, 0.227, 0.213, 0.231], "orbital_gap_ha": 0.431, "de_lowest_kcal_mol": 41.0, "homo_ev": -10.518, "total_energy_ha": -267.127504, "charge": 0}

---

{"formula": "C3H4AlO4", "method": "wB97M-V/def2-TZVPD", "symbols": ["C", "C", "O", "C", "O", "O", "O", "Al", "H", "H", "H", "H"], "xyz": [[1.1868, 0.3412, 2.0205], [0.4131, -0.4069, 2.8224], [0.2107, -0.0372, -1.7538], [-0.6489, -0.1594, -2.6258], [-0.5596, 0.4349, -3.8182], [-1.8038, -0.7578, -2.4636], [0.7912, 1.1167, 1.0030], [-2.2264, -0.0903, -4.0387], [2.2766, 0.2450, 2.0567], [-0.6728, -0.2978, 2.8361], [0.8879, -1.0396, 3.5716], [0.1452, 0.6513, 0.3898]], "forces_ev_per_a": [[1.7718, 1.8378, -3.8884], [-2.0209, -1.1604, 1.7704], [-0.9410, -0.3100, -0.4458], [2.9643, 1.3434, 2.4281], [-0.2151, -0.0631, -0.6144], [-1.2661, -0.7854, 0.1157], [0.4961, -2.1783, 1.0452], [-0.6095, 0.0018, -0.8566], [-0.1426, 0.7512, 0.5486], [0.2300, -0.1406, -0.0759], [-0.1452, 0.0490, -0.2381], [-0.1217, 0.6547, 0.2113]], "mulliken_charge": [0.337, -0.426, -0.636, 0.757, -0.308, -0.330, -0.260, 0.521, 0.359, 0.316, 0.286, 0.384], "orbital_gap_ha": [0.294, 0.144], "de_lowest_kcal_mol": 18.6, "homo_ev": [-13.757, -12.728], "total_energy_ha": -659.782929, "charge": 1}